Record 1
Computed, not measured: a structure of composition C42H34CsN3O6P2STe, with the ωB97M-V functional and the def2-TZVPD basis.

```
! RIJCOSX wB97M-V def2-TZVPD def2/J DEFGRID3
* xyz -2 1
Cs -0.18887 -0.05893 0.47619
O 1.13270 -5.26526 0.43612
C 1.09456 -4.02876 0.48761
N 0.04890 -3.23300 0.65957
C -1.14464 -3.66606 1.12078
O -1.38698 -4.26721 2.16165
C -2.30730 -3.22966 0.24294
C -3.00627 -4.17101 -0.50355
C -4.01463 -3.72855 -1.34138
C -4.29904 -2.37196 -1.40382
C -3.56172 -1.50694 -0.61167
N -2.59309 -1.92881 0.20427
C 2.42315 -3.29197 0.30779
C 3.59324 -4.04755 0.36846
C 4.81503 -3.40647 0.29651
C 4.83821 -2.02594 0.15696
C 3.62483 -1.36124 0.08366
N 2.44328 -1.96784 0.15200
H -2.73541 -5.21611 -0.43423
H -4.56269 -4.43168 -1.95728
H -5.05247 -1.98290 -2.07471
H -3.72026 -0.43308 -0.63998
H 3.49472 -5.11804 0.47717
H 5.73874 -3.97131 0.34972
H 5.76783 -1.47473 0.09806
H 3.60019 -0.28260 -0.04283
O -0.22373 2.60484 1.69545
P -0.87355 2.82303 3.00258
C 0.32307 2.56830 4.37479
P 0.83915 0.82809 4.52445
O 1.05057 0.10558 3.25038
C 2.34065 0.85923 5.54024
C 3.23972 -0.18573 5.34089
C 4.39691 -0.26047 6.10155
C 4.66393 0.70730 7.06032
C 3.77648 1.75641 7.25546
C 2.61840 1.83292 6.49528
C -0.38748 0.00012 5.56195
C -0.68595 0.41285 6.85888
C -1.59915 -0.29712 7.61900
C -2.21543 -1.42407 7.08516
C -1.91655 -1.84116 5.79767
C -0.99803 -1.13239 5.03361
C -1.52757 4.49832 3.17781
C -2.39746 4.87454 2.14989
C -2.96761 6.13811 2.17747
C -2.67869 7.02051 3.21185
C -1.81352 6.64474 4.22895
C -1.23764 5.38072 4.21119
C -2.29814 1.80688 3.47790
C -2.84463 0.80602 2.68502
C -3.92713 0.06706 3.15141
C -4.47132 0.32362 4.39681
C -3.94115 1.33528 5.18949
C -2.86791 2.07308 4.72686
H -0.07160 2.91145 5.33396
H 1.20513 3.15974 4.11442
H 3.02696 -0.92231 4.57522
H 5.09385 -1.07273 5.94013
H 5.56954 0.64896 7.65125
H 3.98906 2.51859 7.99467
H 1.93721 2.66232 6.64618
H -0.19870 1.28466 7.28360
H -1.83169 0.02488 8.62672
H -2.93153 -1.97818 7.67971
H -2.38904 -2.71775 5.37357
H -0.75187 -1.45930 4.03009
H -2.62685 4.17073 1.34434
H -3.64250 6.43238 1.38385
H -3.12851 8.00606 3.22424
H -1.58443 7.33325 5.03321
H -0.55649 5.09634 5.00522
H -2.48476 0.56730 1.69898
H -4.32790 -0.71811 2.52327
H -5.30898 -0.26254 4.75521
H -4.36212 1.54542 6.16511
H -2.47143 2.87198 5.34573
O -2.98776 2.47045 0.09649
C -2.38630 2.35138 -1.00423
O -1.80980 1.34519 -1.45559
H -2.37138 3.25925 -1.65567
Te -1.55674 0.73153 -6.38790
C -1.67552 0.57772 -8.48746
C -1.22340 1.43240 -9.46493
C -1.48853 1.00256 -10.79533
C -2.14798 -0.18941 -10.84606
S -2.43680 -0.77247 -9.25190
H -0.71120 2.35225 -9.21777
H -1.19871 1.55997 -11.67849
H -2.46775 -0.73811 -11.71868
*
```

Orbital gap   3.67 eV
Relative energy (zero: lowest compared OMol25 entry of this formula, charge and spin)   20.75 kcal/mol
Molecular weight   1031.27 g/mol
Highest occupied orbital energy   -0.723 eV

=====

Record 2
Computed, not measured: a structure of composition C42H34F6N5O4PS2Y, with the ωB97M-V functional and the def2-TZVPD basis.

```
! RIJCOSX wB97M-V def2-TZVPD def2/J DEFGRID3
* xyz 1 1
Y -0.12808 0.15667 -0.55709
C 4.65559 1.22956 0.99521
C 5.29586 0.36592 0.12081
C 4.59263 -0.71191 -0.39160
C 3.27209 -0.89695 -0.00722
N 2.63714 -0.03790 0.79230
C 3.32186 0.99636 1.27677
C 2.50495 -2.11841 -0.40541
C 3.19980 -3.29194 -0.65927
C 2.49341 -4.45172 -0.90822
C 1.11474 -4.41532 -0.85054
C 0.48054 -3.20940 -0.59138
N 1.16286 -2.06890 -0.41002
C -1.00703 -3.14080 -0.47378
C -1.80560 -4.26740 -0.61145
C -3.17746 -4.14963 -0.48015
C -3.72206 -2.90063 -0.25271
C -2.85950 -1.82516 -0.15764
N -1.53427 -1.93687 -0.21949
H 5.15891 2.08309 1.42632
H 6.32235 0.53608 -0.17285
H 5.05762 -1.37383 -1.10690
H 2.76973 1.68867 1.90388
H 4.27794 -3.30063 -0.62285
H 3.01171 -5.37917 -1.10982
H 0.54838 -5.31851 -1.00387
H -1.37767 -5.23065 -0.83556
H -3.80893 -5.02143 -0.58575
H -4.78808 -2.73926 -0.17634
H -3.25065 -0.82869 -0.05656
N 0.04326 0.01752 2.06762
C -0.93535 0.26324 3.09413
C -0.70334 -0.20386 4.38369
C -1.62000 0.04789 5.38864
C -2.76473 0.78905 5.11776
C -2.99543 1.24238 3.83254
C -2.09619 0.97002 2.79703
P -2.43542 1.41743 1.06757
C -2.26865 3.22709 0.95396
C -2.28168 3.78603 -0.32101
C -2.27217 5.16336 -0.48765
C -2.22654 5.99200 0.62326
C -2.18849 5.44259 1.89866
C -2.21935 4.06651 2.06527
C -4.25568 1.17205 0.97155
C -5.07473 2.04958 0.26902
C -6.44093 1.81186 0.16816
C -7.00762 0.70604 0.77827
C -6.20253 -0.16788 1.49888
C -4.83985 0.06191 1.59110
H 0.62035 0.84802 1.93974
H 0.70183 -0.70544 2.34193
H 0.20420 -0.75533 4.59769
H -1.43569 -0.32485 6.38723
H -3.47972 0.99618 5.90188
H -3.90375 1.79054 3.61555
H -2.28847 3.14843 -1.19954
H -2.27848 5.58219 -1.48442
H -2.20894 7.06622 0.49612
H -2.13955 6.08777 2.76562
H -2.20577 3.65226 3.06559
H -4.66224 2.93067 -0.20334
H -7.06058 2.50456 -0.38504
H -8.07193 0.52870 0.70417
H -6.63734 -1.02191 2.00194
H -4.23413 -0.61886 2.17765
F 0.88002 4.94401 1.10185
C 1.88492 4.66661 0.27951
F 2.16148 5.71832 -0.47279
F 2.95063 4.33402 0.98546
S 1.31885 3.29467 -0.80556
O 0.79209 2.29482 0.15237
O 0.35586 3.82179 -1.72516
N 2.68924 2.84161 -1.43640
S 2.65948 1.64539 -2.46046
O 3.96870 1.14205 -2.69393
O 1.60982 0.68584 -2.07951
C 2.08758 2.32355 -4.10285
F 2.50967 3.57531 -4.20272
F 2.62681 1.58262 -5.05821
F 0.77132 2.28786 -4.20681
C -1.48187 0.21469 -2.46643
C -1.27943 -1.08549 -3.17482
C -2.33221 -2.00393 -3.30687
C -2.14988 -3.25222 -3.87315
C -0.89599 -3.64466 -4.33298
C 0.15401 -2.74568 -4.24163
C -0.03585 -1.48770 -3.67828
H -2.55017 0.38987 -2.30013
H -1.11237 1.05356 -3.07012
H -3.32175 -1.70935 -2.97653
H -2.99547 -3.92219 -3.97310
H -0.75398 -4.61570 -4.78809
H 1.12998 -3.01199 -4.62856
H 0.79940 -0.80116 -3.64645
*
```

Orbital gap   6.64 eV
Relative energy (zero: lowest compared OMol25 entry of this formula, charge and spin)   17.77 kcal/mol
Molecular weight   970.77 g/mol
Highest occupied orbital energy   -9.737 eV

=====

Record 3
Computed, not measured: a structure of composition C42H34GeN6O2Pd, with the ωB97M-V functional and the def2-TZVPD basis.

```
! RIJCOSX wB97M-V def2-TZVPD def2/J DEFGRID3
* xyz 0 3
Pd -0.19650 0.31932 0.26032
N -4.20054 1.06401 2.12151
C -3.60389 0.90850 0.93477
N -2.33953 0.62099 1.13072
C -2.22387 0.61796 2.48524
N -3.32970 0.88164 3.13022
C -0.92758 0.33813 3.14456
C -0.73878 0.54622 4.50403
N 0.40622 0.25784 5.11469
C 1.36618 -0.23012 4.33146
C 1.20275 -0.40431 2.97239
N 0.04645 -0.12186 2.36219
H -5.15524 1.30709 2.32223
H -4.09982 1.01500 -0.01984
H -1.54872 0.95973 5.09790
H 2.30864 -0.48672 4.80420
H 2.01074 -0.74480 2.33735
C 4.06287 1.05538 -0.45662
C 4.52344 -0.21381 -0.80109
C 3.64730 -1.28636 -0.77794
C 2.30957 -1.08297 -0.42454
C 1.82861 0.19043 -0.11740
C 2.72769 1.25208 -0.12130
C 1.34267 -2.20816 -0.33001
C 1.78213 -3.55965 -0.18586
C 0.87401 -4.55012 -0.01967
C -0.50873 -4.25076 -0.02184
C -1.51668 -5.23812 0.12323
C -2.83197 -4.89031 0.08239
C -3.19844 -3.53528 -0.12130
C -2.24843 -2.56795 -0.25477
C -0.87326 -2.90445 -0.18999
N 0.06087 -1.90828 -0.31548
H 4.75108 1.89605 -0.45381
H 5.55811 -0.36508 -1.08400
H 4.00952 -2.27436 -1.04836
H 2.37786 2.23942 0.15265
H 2.84292 -3.77674 -0.17461
H 1.19596 -5.57868 0.11940
H -1.22251 -6.27343 0.26216
H -3.59865 -5.64650 0.19124
H -4.24835 -3.27124 -0.18060
H -2.50313 -1.53413 -0.43082
O -0.30582 2.65311 -0.16759
C -0.98084 2.34522 -1.19484
O -0.98512 1.16839 -1.66540
C -1.86311 3.41259 -1.81739
C -2.23746 4.57791 -0.88154
Ge -0.70547 5.49420 -0.08942
C 0.14441 4.89834 1.53622
C -0.36625 3.87535 2.33631
C 0.28487 3.48536 3.49988
C 1.47421 4.10461 3.87319
C 1.99904 5.12114 3.08394
C 1.33328 5.51893 1.92470
C -1.34173 7.32981 0.27003
C -2.69015 7.58106 0.54150
C -3.15201 8.86927 0.80687
C -2.26640 9.93862 0.80039
C -0.92020 9.71435 0.53001
C -0.46697 8.42418 0.26847
C 0.61365 5.69880 -1.50479
C 1.79535 4.96185 -1.55019
C 2.67878 5.08788 -2.61748
C 2.38761 5.95809 -3.66028
C 1.21203 6.70257 -3.63211
C 0.33352 6.57440 -2.56019
H -2.75442 2.90578 -2.19092
H -1.33092 3.78292 -2.69862
H -2.89836 4.21012 -0.08697
H -2.78265 5.35071 -1.42930
H -1.27407 3.36024 2.03528
H -0.12785 2.69019 4.11270
H 1.98911 3.79395 4.77592
H 2.92742 5.60532 3.36758
H 1.76192 6.30904 1.31445
H -3.40173 6.75962 0.55413
H -4.20280 9.03687 1.01672
H -2.62270 10.94279 1.00132
H -0.22391 10.54552 0.52013
H 0.58599 8.27569 0.04330
H 2.02505 4.26992 -0.74880
H 3.58912 4.50033 -2.63635
H 3.07356 6.05594 -4.49375
H 0.98158 7.38505 -4.44211
H -0.57503 7.17206 -2.54370
*
```

Orbital gap (alpha / beta)   5.89 / 7.68 eV
Relative energy (zero: lowest compared OMol25 entry of this formula, charge and spin)   11.38 kcal/mol
Molecular weight   833.80 g/mol
⟨S²⟩   2.008
Highest occupied orbital energy (alpha / beta)   -6.331 / -8.139 eV

=====

Record 4
Computed, not measured: a structure of composition C42H35BrN3OPtSb2, with the ωB97M-V functional and the def2-TZVPD basis.

```
! RIJCOSX wB97M-V def2-TZVPD def2/J DEFGRID3
* xyz 1 1
Pt 0.39260 0.36994 -0.01367
C 3.38220 -1.67396 0.84703
C 2.63570 -2.97656 1.08363
C 1.29660 -2.78576 1.77663
Sb -0.68360 -2.46806 0.76713
C -1.17850 -0.80376 -0.88907
C -0.75440 -0.90166 -2.22457
C -1.50830 -0.34996 -3.24587
C -2.71290 0.27514 -2.96277
C -3.18320 0.31294 -1.65667
C -2.42490 -0.21276 -0.62557
C -0.54530 -4.00296 -0.76527
C -1.44920 -4.00426 -1.82237
C -1.44040 -5.03066 -2.75057
C -0.53330 -6.07076 -2.63127
C 0.34610 -6.09266 -1.56287
C 0.33000 -5.07156 -0.62797
Sb 2.55180 -0.63246 -0.84347
C 3.55410 1.25894 -0.75347
C 4.46450 1.75314 -1.67077
C 4.95810 3.04004 -1.52467
C 4.52260 3.84174 -0.48367
C 3.57070 3.36904 0.40743
C 3.09100 2.08034 0.27073
C 3.39130 -1.89176 -2.36407
C 4.73820 -1.77986 -2.67497
C 5.31380 -2.64816 -3.58657
C 4.54880 -3.63646 -4.18217
C 3.21230 -3.76666 -3.84967
C 2.63160 -2.89586 -2.94387
H 4.43700 -1.86496 0.64893
H 3.30520 -1.01946 1.71293
H 3.25000 -3.59976 1.74193
H 2.53840 -3.51996 0.13863
H 1.34780 -1.94736 2.46573
H 1.03640 -3.67636 2.35223
H 0.16180 -1.42686 -2.47007
H -1.14410 -0.40106 -4.26127
H -3.29570 0.71564 -3.75677
H -4.14220 0.76214 -1.44427
H -2.80040 -0.18776 0.39293
H -2.16960 -3.20226 -1.92317
H -2.14930 -5.02476 -3.56477
H -0.52650 -6.87136 -3.35477
H 1.04000 -6.91156 -1.44747
H 0.99460 -5.12016 0.22233
H 4.78310 1.14354 -2.50497
H 5.67610 3.42334 -2.23447
H 4.91350 4.84164 -0.37327
H 3.20080 4.00564 1.19963
H 2.35100 1.69844 0.98123
H 5.34880 -1.02386 -2.19887
H 6.36440 -2.56656 -3.82317
H 4.99420 -4.30946 -4.89817
H 2.62220 -4.55716 -4.28577
H 1.58740 -3.02376 -2.68707
Br -7.29850 2.40194 0.15273
C -6.24680 3.03544 1.59583
C -6.20530 4.39324 1.88623
C -5.38050 4.85224 2.89083
C -4.55460 3.95284 3.57603
C -4.65290 2.57644 3.31263
C -5.50240 2.12164 2.33213
N -3.69980 4.43694 4.53543
N -2.61960 3.94424 4.85103
C -1.79200 3.13244 4.18223
C -1.00150 2.25104 4.94893
C -0.31180 1.22034 4.37953
C -0.32060 1.00644 2.97453
O 0.17260 -0.01596 2.43163
C -0.92210 2.06114 2.16283
N -0.72550 1.98984 0.83443
C -1.20030 2.93024 0.03543
C -1.88060 4.03694 0.53363
C -2.07880 4.15044 1.89323
C -1.63910 3.12864 2.74843
H -6.81320 5.08024 1.32013
H -5.32560 5.90444 3.12523
H -4.07210 1.87644 3.89723
H -5.57590 1.06604 2.12593
H -1.04230 2.35334 6.02193
H 0.23450 0.52004 4.98993
H -1.01700 2.81434 -1.02777
H -2.23120 4.80254 -0.13887
H -2.53990 5.03524 2.30333
*
```

Orbital gap (alpha / beta)   3.95 / 3.88 eV
Molecular weight   1116.26 g/mol
Highest occupied orbital energy (alpha / beta)   -9.016 / -8.960 eV

=====

Record 5
Computed, not measured: a structure of composition C42H35ClF12N6O5Ti, with the ωB97M-V functional and the def2-TZVPD basis.

```
! RIJCOSX wB97M-V def2-TZVPD def2/J DEFGRID3
* xyz -2 1
Ti -1.13498 -0.38097 0.43793
O -1.49029 -3.53577 -2.47102
C -1.10387 -2.81498 -1.53709
N -1.71695 -1.71886 -1.09054
C -3.04805 -1.56372 -1.66030
C -3.94379 -0.81159 -0.72608
C -5.32971 -0.86744 -0.84079
C -6.10816 -0.15149 0.04579
C -5.48438 0.61717 1.01888
C -4.10493 0.63220 1.06388
N -3.35505 -0.06854 0.20976
C 0.15562 -3.21990 -0.81217
C 0.80423 -4.38444 -1.20461
C 1.93817 -4.77574 -0.51611
C 2.39032 -3.97933 0.52277
C 1.67287 -2.83839 0.84465
N 0.56967 -2.47071 0.20608
H -3.47431 -2.54635 -1.87613
H -3.02284 -1.01599 -2.60717
H -5.77349 -1.47482 -1.61859
H -7.18881 -0.19440 -0.01549
H -6.05171 1.19944 1.73107
H -3.55380 1.22383 1.78178
H 0.38778 -4.94629 -2.02785
H 2.45585 -5.69088 -0.77870
H 3.27677 -4.23264 1.08890
H 1.99756 -2.20072 1.65566
C 3.86196 3.80553 -0.79151
C 3.00362 2.78852 -0.08415
C 3.54103 1.64586 0.49838
C 2.72462 0.71401 1.10572
C 1.33694 0.87686 1.16043
N 0.49746 -0.12118 1.69217
C 0.71356 -0.66007 2.91640
C 1.73033 -0.16793 3.78077
C 2.07358 -0.79111 4.95682
C 1.42221 -1.94373 5.39324
C 1.81406 -2.65269 6.66377
C 0.34379 -2.35882 4.63365
C -0.04973 -1.74207 3.44735
C -1.38342 -2.18094 2.84928
O -1.70645 -1.68248 1.62980
C -2.52489 -1.66040 3.78830
F -2.43894 -2.04869 5.07489
F -2.52041 -0.32406 3.78813
F -3.73419 -2.05789 3.34486
C -1.49957 -3.75474 2.74533
F -2.19187 -4.11897 1.66593
F -2.12558 -4.31257 3.81062
F -0.30270 -4.35784 2.66049
C 0.78669 2.03738 0.58722
C 1.63017 2.96199 -0.02150
C -0.71861 2.32921 0.69210
O -1.42532 1.29116 1.29105
C -0.89867 3.50898 1.68021
F -0.63162 3.09301 2.93686
F -2.17384 3.95139 1.68749
F -0.11240 4.57492 1.48337
C -1.14392 3.57228 -1.68008
F -0.00667 3.27885 -2.36883
F -0.88645 4.72067 -0.98832
F -3.11296 4.78586 -2.24062
H 4.92269 3.61605 -0.61699
H 3.63195 4.81707 -0.45310
H 3.68425 3.78424 -1.86996
H 4.61276 1.47504 0.46727
H 3.16190 -0.18426 1.52245
H 2.24539 0.73753 3.49689
H 2.87263 -0.36828 5.55959
H 2.86502 -2.47636 6.90070
H 1.66330 -3.73039 6.57748
H 1.22491 -2.30958 7.52022
H -0.23460 -3.20237 4.99400
H 1.20859 3.85580 -0.45635
Cl -1.02774 5.58384 -4.47284
C -2.28351 3.79367 -2.63942
C -2.74650 2.79432 -3.38861
C -2.14426 1.47966 -3.47346
C -1.44450 0.81848 -2.50862
N -1.15893 1.10085 -1.21411
C -1.44403 2.42461 -0.68035
H -3.55314 3.03849 -4.07149
H -2.35256 0.90352 -4.36976
H -1.07252 -0.16063 -2.79641
H -2.50333 2.53118 -0.40848
O 3.22148 -1.01027 -1.74177
C 2.04521 -0.51514 -2.16257
O 1.09949 -0.35319 -1.44505
C 2.00959 -0.12250 -3.63119
N 3.28198 -0.46933 -4.30127
C 3.99857 0.80443 -4.50496
C 2.91110 1.84924 -4.73308
C 1.81685 1.41417 -3.75641
H 1.17156 -0.65957 -4.07704
H 3.08704 -0.89285 -5.19801
H 3.74403 -1.11108 -2.56685
H 4.71290 0.70696 -5.32355
H 4.55599 1.04177 -3.59316
H 2.55158 1.78631 -5.76352
H 3.24872 2.86891 -4.55149
H 0.81631 1.66344 -4.09914
H 1.94434 1.88722 -2.78372
*
```

Orbital gap   5.23 eV
Relative energy (zero: lowest compared OMol25 entry of this formula, charge and spin)   0.00 kcal/mol
Molecular weight   1015.08 g/mol
Highest occupied orbital energy   -1.242 eV

=====

What did we get for maximum force? Answer: 0.717, 1.218, 1.246, 2.663, 1.611 eV/A, in the order shown.